ORCA calculation (wB97M-V/def2-TZVPD) on 11 unconnected molecules or ions with the total composition C35H69B5F20N11O in a non-equilibrium geometry.

**E**: -113595.287 eV
**Max |F|**: 5.79 eV/A
**Total charge**: +1
**Multiplicity**: 1
**HOMO level**: -9.134 eV

XYZ file:
```
141
C35H69B5F20N11O | the OMol25 dataset | wB97M-V/def2-TZVPD
C 11.6906 2.9346 -15.5935
C 10.7044 4.0264 -16.1747
N 9.2915 3.7220 -15.9965
C 8.3635 3.5558 -17.0221
C 7.1030 3.6303 -16.4091
N 7.2098 3.6285 -14.9887
C 8.5979 3.7216 -14.7947
C 6.0747 3.7640 -14.0030
H 11.3439 1.9179 -15.7781
H 11.8956 3.1471 -14.5442
H 12.6457 2.9945 -16.1152
H 10.8437 3.9923 -17.2552
H 10.8618 5.0543 -15.8480
H 8.7289 3.2796 -18.0002
H 6.0557 3.6243 -16.6730
H 9.0196 3.9278 -13.8220
H 6.2970 4.5482 -13.2793
H 5.8898 2.7855 -13.5598
H 5.1856 4.0856 -14.5454
C 6.0278 -11.0732 1.3095
C 7.0929 -10.3455 0.4687
N 6.7899 -8.8689 0.4759
C 6.9606 -8.0757 1.5939
C 6.8116 -6.7980 1.0389
N 6.5045 -6.7468 -0.2690
C 6.5599 -8.0948 -0.6549
C 6.2675 -5.5677 -1.0376
H 6.3514 -12.0972 1.4961
H 4.9748 -11.0059 1.0357
H 6.0688 -10.6721 2.3221
H 7.2132 -10.8147 -0.5077
H 8.0143 -10.5669 1.0073
H 7.2141 -8.4814 2.5622
H 6.9118 -5.8551 1.5559
H 6.4851 -8.5383 -1.6368
H 7.0187 -4.8246 -0.7702
H 5.2635 -5.1502 -0.9612
H 6.4097 -5.8128 -2.0902
C -5.2234 -5.9663 -9.4133
C -4.3208 -4.7920 -8.8903
N -4.0050 -4.8743 -7.5072
C -3.4483 -5.9623 -6.7915
C -3.3062 -5.5356 -5.4802
N -3.8107 -4.2894 -5.2967
C -4.0858 -3.8751 -6.5934
C -3.8851 -3.5213 -4.1259
H -5.0717 -7.0453 -9.3819
H -5.0685 -5.8536 -10.4863
H -6.2932 -5.7575 -9.4043
H -4.7533 -3.8430 -9.2072
H -3.3588 -4.8727 -9.3964
H -3.1045 -6.9048 -7.1916
H -2.9992 -6.1595 -4.6538
H -4.5538 -2.9238 -6.7993
H -4.6274 -3.9646 -3.4621
H -4.2372 -2.5115 -4.3364
H -2.9319 -3.5876 -3.6012
C 4.5150 -7.9591 -23.5872
C 3.3435 -8.2385 -22.6043
N 3.0817 -7.1171 -21.6525
C 2.5329 -5.8524 -21.9578
C 2.5960 -4.9991 -20.9275
N 3.2036 -5.8642 -19.9423
C 3.4549 -7.1577 -20.3540
C 3.6009 -5.4213 -18.5969
H 5.3534 -7.5371 -23.0330
H 4.2087 -7.2213 -24.3287
H 4.8417 -8.8212 -24.1687
H 3.7778 -9.0008 -21.9574
H 2.4389 -8.5875 -23.1023
H 2.1923 -5.6119 -22.9540
H 2.4869 -3.9437 -20.7256
H 3.9487 -7.9462 -19.8055
H 2.8297 -4.7254 -18.2665
H 4.4992 -4.8103 -18.6852
H 3.5654 -6.3216 -17.9835
C 8.6487 3.0930 -1.0095
C 9.6511 3.8449 -1.8561
N 9.6902 3.6280 -3.2656
C 10.3418 2.6581 -3.9710
C 9.9270 2.7257 -5.3128
N 9.0064 3.7440 -5.3945
C 8.9009 4.3111 -4.1375
C 8.2680 4.2000 -6.5965
H 9.0186 2.1200 -0.6860
H 7.6678 2.9149 -1.4503
H 8.5613 3.8424 -0.2229
H 10.6886 3.8410 -1.5217
H 9.3245 4.8791 -1.7472
H 11.0587 2.0091 -3.4902
H 10.1724 2.1016 -6.1593
H 8.4036 5.2606 -4.0047
H 8.7723 3.7113 -7.4301
H 8.5227 5.2588 -6.6411
H 7.2144 3.9211 -6.6171
C 2.2316 -4.9975 -8.8388
N 3.1711 -3.7867 -9.3448
C 3.6721 -4.2232 -10.7701
C 2.1770 -2.5999 -9.3656
C 4.2407 -3.6189 -8.2739
C 4.9549 -2.1336 -8.4198
O 5.4769 -1.7874 -9.6794
H 1.3174 -5.0151 -9.4320
H 1.7914 -4.9167 -7.8449
H 2.8091 -5.9219 -8.8474
H 4.0826 -3.2952 -11.1681
H 2.8834 -4.6806 -11.3674
H 4.4471 -4.9568 -10.5480
H 2.7086 -1.7207 -9.7294
H 1.9144 -2.2763 -8.3584
H 1.2631 -2.8293 -9.9136
H 4.9859 -4.4035 -8.4049
H 3.6895 -3.8339 -7.3584
H 5.8217 -2.0349 -7.7663
H 4.3597 -1.2598 -8.1548
H 6.3316 -2.1546 -9.9163
B 10.4380 -4.9433 -5.4644
F 9.5629 -4.5357 -6.5133
F 11.5846 -5.4912 -5.9593
F 10.6652 -3.8692 -4.6125
F 9.8295 -5.7965 -4.5601
B 1.3135 3.6503 -7.6355
F -0.0521 3.9675 -7.6600
F 1.8935 3.6780 -8.8423
F 1.9533 4.6242 -6.8652
F 1.4606 2.4262 -7.1060
B -1.5739 -2.0287 -14.0744
F -0.2217 -1.6558 -14.1127
F -2.3041 -1.5094 -13.0397
F -2.0951 -1.6024 -15.2066
F -1.5916 -3.4551 -13.9734
B -1.6357 -11.2568 -10.9885
F -2.6242 -11.8913 -11.6307
F -1.4541 -11.6627 -9.6453
F -0.4747 -11.2942 -11.6683
F -1.9988 -9.9183 -10.9858
B 1.6856 -8.5110 -3.6096
F 1.2423 -7.2216 -3.4515
F 0.6705 -9.1477 -4.2109
F 2.7063 -8.5472 -4.5031
F 2.0629 -9.0873 -2.3803
```